Entry from OMol25: a molecular structure, C57H73As3GeN3O2P2TeTi (ωB97M-V/def2-TZVPD).

Last column: Löwdin spin population.
Geometry (Å):
H (-1.844, 3.545, -1.865)  0.00
H (-4.620, 3.089, -0.380)  0.00
C (3.081, -0.369, 1.814)  0.00
H (2.499, -0.755, -2.522)  0.00
H (-1.130, 1.891, 1.586)  0.00
C (0.070, 0.037, -2.221)  -0.06
N (0.052, -0.925, 1.760)  0.15
C (0.425, -3.141, 0.859)  0.13
H (1.389, -2.716, -2.268)  0.00
H (-1.577, 4.627, 4.839)  0.00
H (-0.635, -1.782, 6.415)  0.00
H (-4.328, -0.151, 0.849)  0.00
H (-3.115, 3.544, 0.453)  0.00
H (0.529, -5.014, 1.951)  0.00
H (2.111, 7.743, -2.801)  0.00
H (6.038, 5.222, -1.372)  0.00
C (-4.987, -0.611, -1.173)  0.00
H (-5.923, 0.491, 0.459)  0.00
H (-4.133, 2.270, 1.127)  0.00
C (1.613, -6.691, 0.167)  0.00
H (-1.769, 2.243, -3.072)  0.00
C (3.849, -1.311, 4.342)  0.00
C (5.115, -0.636, -0.406)  0.00
C (2.532, 6.562, -1.051)  0.00
C (1.249, -5.239, -0.024)  0.06
C (3.322, 0.510, 2.857)  0.00
H (5.375, -0.301, 0.591)  0.00
H (3.193, 1.572, 2.671)  0.00
O (2.569, -6.880, 1.209)  0.00
C (-8.558, -1.082, 0.025)  0.00
H (3.229, -6.183, 1.127)  0.00
H (-1.425, -3.188, 5.686)  0.00
H (-5.001, 1.435, -1.897)  0.00
C (3.241, -1.739, 2.048)  0.00
H (4.135, -1.677, 5.321)  0.00
C (2.635, 2.077, 0.268)  0.00
H (3.893, 0.755, 4.916)  0.00
H (-8.724, -0.036, -0.233)  0.00
H (0.870, -1.985, -5.848)  0.00
H (-2.258, 2.548, 3.659)  0.00
N (0.684, -2.537, -0.364)  0.13
H (1.029, 1.477, -5.113)  0.00
C (0.702, -4.525, 1.002)  0.05
C (1.050, -1.945, -4.769)  0.00
C (-7.031, -3.523, -0.531)  0.00
H (0.112, 3.967, -2.544)  0.00
H (-7.877, -4.101, -0.156)  0.00
C (6.097, -1.186, -1.214)  0.00
P (0.972, 2.831, -0.054)  0.01
H (-3.328, 3.049, -2.707)  0.00
H (-4.704, -2.754, -1.114)  0.00
H (3.242, 7.271, -0.639)  0.00
C (-2.051, -3.792, -1.426)  0.00
C (6.772, 5.800, 0.559)  0.00
C (0.089, 0.946, -5.285)  0.00
H (6.144, 4.444, 3.433)  0.00
C (-0.790, 2.778, 2.108)  0.00
H (2.830, 5.161, 0.526)  0.00
H (1.958, -5.119, -2.081)  0.01
H (-3.894, -1.955, -2.448)  0.00
C (-0.506, -2.596, 5.698)  0.00
C (0.280, 3.499, 1.580)  0.00
H (2.107, -1.732, -4.606)  0.00
H (-9.521, -1.534, 0.259)  0.00
C (-1.907, -1.258, -4.494)  0.00
H (-4.010, -3.614, 0.874)  0.00
H (-0.732, 1.661, -5.172)  0.00
H (0.380, 0.870, 2.719)  0.00
H (-6.044, -1.040, -3.002)  0.00
O (0.605, -3.424, 6.066)  0.00
H (-1.547, -3.573, -2.366)  0.00
H (0.828, -2.935, -4.358)  0.00
H (-3.398, -2.294, 1.908)  0.00
C (6.103, 4.592, 2.358)  0.00
C (3.509, -0.905, -2.159)  0.00
H (-6.414, -3.218, 0.312)  0.00
C (0.026, -2.303, 1.947)  0.12
H (6.552, -2.048, -3.132)  0.00
H (-0.345, -3.900, 3.370)  0.00
H (-2.205, -2.075, -3.833)  0.00
H (-1.402, -4.429, -0.825)  0.00
H (-3.957, 0.353, -2.804)  0.00
H (-2.361, -3.675, 1.540)  0.00
H (4.765, 2.937, 2.021)  0.00
H (-5.708, -1.236, 0.790)  0.00
C (-5.257, -0.365, 0.316)  0.00
C (-1.447, 3.157, 3.278)  0.00
C (-6.303, -0.793, -1.969)  0.00
C (1.903, 6.824, -2.267)  0.00
C (-3.134, -3.021, 1.141)  0.01
H (0.738, -7.269, 0.462)  0.00
H (-1.894, -1.640, -5.521)  0.00
Te (4.139, 2.705, -1.056)  0.00
As (-2.425, -2.133, -0.456)  0.01
C (3.804, -0.492, -0.865)  0.00
H (0.465, -3.721, 6.971)  0.00
C (0.640, 4.667, 2.267)  0.00
H (-2.664, -0.470, -4.429)  0.00
H (1.983, -7.100, -0.776)  0.00
N (6.818, 5.619, 1.882)  0.00
Ti (0.114, -0.597, -0.353)  0.98
H (-7.917, -1.134, 0.902)  0.00
C (1.522, -4.593, -1.242)  0.11
C (3.712, 0.048, 4.114)  0.00
C (5.785, -1.610, -2.502)  0.00
C (-0.020, 5.072, 3.420)  0.00
Ge (-0.127, -0.541, -4.025)  -0.01
H (-2.987, -4.313, -1.628)  0.00
H (4.245, -1.781, -3.981)  0.00
H (7.112, -1.273, -0.844)  0.00
C (-2.380, 2.701, -2.294)  0.00
C (1.212, -3.258, -1.353)  0.03
C (-3.772, 2.711, 0.197)  0.00
H (-6.823, 0.169, -2.027)  0.00
H (-6.451, -4.163, -1.195)  0.00
C (1.030, 5.889, -2.799)  0.00
H (0.351, 1.097, -2.320)  -0.01
C (-1.065, 4.313, 3.938)  0.00
C (2.275, 5.381, -0.377)  0.00
C (-0.254, -2.023, 4.335)  0.05
H (0.287, 5.986, 3.916)  0.00
C (-0.214, -2.831, 3.243)  0.04
C (4.493, -1.464, -2.975)  0.00
P (2.459, 0.261, 0.179)  0.02
C (1.364, 4.443, -0.874)  0.00
C (-4.290, 0.612, -1.794)  0.00
C (5.341, 3.739, 1.574)  0.00
C (0.765, 4.709, -2.101)  0.00
C (0.155, -0.175, 2.878)  0.02
As (-7.793, -2.012, -1.524)  0.00
C (3.613, -2.207, 3.300)  0.00
C (0.007, -0.648, 4.153)  0.10
H (0.557, 6.065, -3.757)  0.00
H (3.077, -2.445, 1.240)  0.00
H (0.080, 0.576, -6.317)  0.00
H (3.712, -3.273, 3.471)  0.00
As (-2.726, 1.411, -0.872)  0.01
C (5.299, 3.941, 0.201)  0.00
C (6.040, 5.001, -0.309)  0.00
H (7.340, 6.640, 0.170)  0.00
H (0.105, 0.029, 4.992)  0.01
H (1.447, 5.289, 1.909)  0.00
C (-4.135, -1.871, -1.384)  0.00

Largest force on an atom ... 0.054 Eh/bohr
Gap between HOMO and LUMO (spin up / spin down) ... 5.09 / 5.77 eV
Net charge ... -1
Spin multiplicity ... 3
⟨S²⟩ ... 2.03